Entry 1:
C6H6MnO4S | ωB97M-V/def2-TZVPD

```
! wB97M-V def2-TZVPD RIJCOSX def2/J DEFGRID3
* xyz 2 6
O 0.39064 2.18351 1.87739
C 0.32700 1.23797 1.19098
Mn 0.32180 -0.19883 0.03853
O 2.88260 -1.40439 0.81664
C 1.93316 -0.86077 0.40238
C 0.42265 1.06762 -1.25702
O 0.29573 1.89779 -2.07960
C -0.20395 -1.33887 -1.26085
O -0.56638 -2.01015 -2.14884
C -1.57454 -2.78444 2.78919
S -1.27650 -1.29467 1.75640
C -2.93504 -0.89196 1.18593
H -0.58929 -3.18150 3.08476
H -2.11706 -3.54992 2.21964
H -2.13064 -2.49534 3.70632
H -3.52721 -0.48926 2.00861
H -2.81784 -0.12280 0.42547
H -3.39249 -1.77473 0.73804
*
```

⟨S²⟩ = 8.834
Frontier orbital gap (alpha / beta) = 8.523 / 5.791 eV
HOMO level (alpha / beta) = -16.9224 / -18.1293 eV

Entry 2:
C9H7NS | ωB97M-V/def2-TZVPD

```
! wB97M-V def2-TZVPD RIJCOSX def2/J DEFGRID3
* xyz 0 3
C -0.10539 -2.01233 0.26323
C -0.66123 -0.64129 0.47123
C 1.21861 -1.91559 0.05954
C 1.62569 -0.50979 -0.04682
C 0.49748 0.24193 0.12287
C 2.92080 -0.06462 -0.33341
C -1.89477 0.04399 -0.08953
C 0.01743 1.62247 -0.15784
C -1.52719 1.50169 -0.19377
N 3.98437 0.30811 -0.54669
S -3.30254 -0.63467 -0.47101
H -0.68185 -2.91042 0.38190
H -0.81797 -0.57077 1.56330
H 1.90963 -2.72973 -0.06339
H 0.35084 2.33663 0.59845
H 0.40529 1.96946 -1.11786
H -1.95928 1.93731 -1.09541
H -1.97991 2.02761 0.65521
*
```

⟨S²⟩ = 2.005
Frontier orbital gap (alpha / beta) = 7.018 / 6.248 eV
HOMO level (alpha / beta) = -6.8375 / -8.9779 eV

Entry 3:
C13H45N3O16S | ωB97M-V/def2-TZVPD

```
! wB97M-V def2-TZVPD RIJCOSX def2/J DEFGRID3
* xyz 0 1
C -0.70911 2.03073 -3.22606
C -1.83603 2.49949 -2.34167
O -1.68742 3.91783 -2.16527
S -2.62302 4.63610 -1.04303
C -4.04330 5.00043 -2.09097
O -2.99132 3.67064 -0.05620
O -2.00614 5.87177 -0.66241
H -0.71927 0.94567 -3.31488
H 0.27246 2.33767 -2.87032
H -0.81517 2.42307 -4.24066
H -2.79717 2.28890 -2.82430
H -1.86249 1.95426 -1.39644
H -4.74086 5.57299 -1.47988
H -4.52815 4.08147 -2.40624
H -3.71068 5.62281 -2.91622
C -0.20563 -4.10505 -0.79677
N -0.31278 -5.23790 -1.76245
O 0.37575 -6.20441 -1.52963
O -1.09396 -5.11906 -2.68098
H 0.78028 -4.11677 -0.34115
H -0.96507 -4.26839 -0.03389
H -0.38692 -3.15886 -1.29357
C -0.29275 2.12823 3.59453
N -1.72812 1.85801 3.78905
O -2.22049 1.18226 2.91246
O -2.30626 2.23061 4.78171
H -0.08519 2.37810 2.55752
H 0.22719 1.21970 3.87726
H -0.00140 3.01956 4.14978
C 3.50779 1.44405 2.92779
N 3.58047 0.29805 1.99344
O 2.61397 0.10970 1.27872
O 4.61276 -0.33346 1.92636
H 4.34989 1.41057 3.61028
H 2.57481 1.40991 3.47344
H 3.56706 2.32189 2.29515
C 2.43809 0.42398 -2.15435
O 2.54355 -0.99474 -2.39742
H 1.38887 0.61315 -1.91080
H 2.98833 0.67351 -1.24899
H 2.79194 0.98556 -3.01762
H 2.23047 -1.12886 -3.29643
C -3.03345 -2.83881 2.34042
O -3.04627 -2.17080 1.08897
H -2.25662 -3.61487 2.38750
H -2.87156 -2.08250 3.10623
H -3.98776 -3.34660 2.53172
H -3.46716 -2.72650 0.42873
C 4.29473 -3.01843 -0.14890
O 3.07752 -3.48098 -0.71056
H 4.17047 -2.53293 0.82078
H 5.01656 -3.82862 -0.05393
H 4.74107 -2.29842 -0.84217
H 2.66518 -2.73497 -1.15776
C 0.80874 3.54117 -0.22473
O 1.78905 2.89332 0.58541
H 0.02131 2.82377 -0.42852
H 0.38482 4.43034 0.25021
H 1.18701 3.88065 -1.19404
H 2.49474 3.52532 0.75177
C -2.51079 -1.54838 -3.24908
O -3.22059 -0.74540 -2.29021
H -1.70164 -0.96211 -3.68338
H -2.07140 -2.43566 -2.79145
H -3.20990 -1.85667 -4.02621
H -4.14802 -0.82321 -2.51504
C -0.23666 -0.73062 0.20250
O -0.35637 0.66884 0.35424
H -0.97857 -1.12257 -0.48184
H 0.78432 -1.02422 -0.07705
H -0.30822 -1.18473 1.19862
H 0.46626 1.02281 0.71368
C 1.60886 -3.08876 2.90631
O 1.06459 -2.13415 3.83349
H 1.73854 -4.03568 3.43032
H 0.94247 -3.22647 2.05832
H 2.56045 -2.71726 2.52109
H 1.41329 -2.36908 4.69565
*
```

SMILES = CCOS(C)(=O)=O.C[N+](=O)[O-].C[N+](=O)[O-].C[N+](=O)[O-].CO.CO.CO.CO.CO.CO.CO
Frontier orbital gap = 9.540 eV
HOMO level = -9.6540 eV